(1)
A cluster of 9 separate species, C32H43F21O22S2 in total at a distorted geometry, computed with ωB97M-V with the def2-TZVPD basis set.

Last column: Löwdin charge in e.
Cartesian coordinates (Å):
C: -2.134 -2.457 -7.340  -0.0459
C: -1.279 -1.388 -6.508  -0.1469
O: -0.345 -1.943 -5.504  -0.0065
C: 0.830 -2.554 -5.943  -0.2992
O: 1.158 -2.743 -7.126  0.1299
C: 1.810 -2.916 -4.830  -0.5226
F: 2.628 -1.862 -4.706  0.1586
F: 1.207 -3.014 -3.607  0.1361
F: 2.577 -3.972 -5.134  0.1738
H: -2.932 -2.981 -6.815  0.0668
H: -1.426 -3.183 -7.739  0.0606
H: -2.636 -2.015 -8.201  0.0715
H: -2.012 -0.794 -5.963  0.1066
H: -0.794 -0.659 -7.159  0.1175
C: 8.383 -6.693 1.416  -0.0684
C: 8.050 -6.137 2.764  -0.2408
O: 7.117 -5.083 2.727  0.0217
C: 5.819 -5.273 2.410  -0.3126
O: 5.300 -6.388 2.332  0.1348
C: 5.029 -3.955 2.070  -0.5427
F: 3.944 -4.260 1.312  0.1552
F: 4.639 -3.432 3.231  0.1652
F: 5.757 -3.006 1.528  0.1869
H: 8.685 -5.866 0.774  0.0823
H: 7.622 -7.330 0.965  0.0830
H: 9.304 -7.275 1.450  0.0828
H: 8.980 -5.768 3.195  0.1248
H: 7.821 -6.936 3.469  0.1277
C: -1.956 2.301 -1.097  -0.0664
C: -0.823 2.050 -0.139  -0.2128
O: 0.343 2.096 -0.966  0.0109
C: 1.511 1.533 -0.637  -0.3444
O: 1.605 0.699 0.259  0.1409
C: 2.687 1.948 -1.543  -0.4800
F: 2.154 1.989 -2.830  0.1194
F: 3.162 3.113 -1.176  0.2000
F: 3.694 1.020 -1.420  0.1378
H: -2.913 2.028 -0.653  0.0798
H: -1.842 1.818 -2.067  0.0834
H: -1.880 3.362 -1.333  0.0787
H: -1.058 1.131 0.397  0.1204
H: -0.736 2.781 0.665  0.1322
C: -0.200 5.289 8.185  -0.0543
C: -1.073 4.008 8.116  -0.1902
O: -0.504 3.163 7.110  -0.0029
C: 0.553 2.366 7.433  -0.3710
O: 1.049 2.277 8.514  0.1752
C: 1.028 1.515 6.267  -0.5511
F: 0.366 0.412 6.161  0.2147
F: 0.869 2.298 5.196  0.1733
F: 2.314 1.045 6.474  0.1293
H: 0.727 5.009 8.686  0.0719
H: -0.808 5.990 8.757  0.0762
H: 0.074 5.701 7.214  0.0827
H: -2.019 4.344 7.693  0.1183
H: -1.238 3.485 9.058  0.1279
C: -3.161 -3.289 -0.305  -0.0387
C: -3.973 -2.690 -1.533  -0.1678
O: -5.382 -2.749 -1.309  0.0563
C: -6.187 -2.577 -2.317  -0.3554
O: -5.858 -2.483 -3.533  0.0995
C: -7.663 -2.491 -1.999  -0.6270
F: -7.948 -2.962 -0.780  0.1684
F: -7.992 -1.230 -2.071  0.2026
F: -8.373 -3.170 -2.855  0.2064
H: -3.392 -2.863 0.672  0.0708
H: -2.115 -3.162 -0.581  0.0759
H: -3.449 -4.322 -0.108  0.0692
H: -3.652 -2.991 -2.530  0.1225
H: -3.691 -1.638 -1.509  0.1166
C: -6.365 2.138 -5.191  -0.0583
C: -7.097 2.610 -6.365  -0.2666
O: -7.611 1.593 -7.162  0.0435
C: -6.957 1.169 -8.233  -0.3058
O: -5.750 1.403 -8.584  0.0994
C: -7.795 0.197 -9.079  -0.4394
F: -6.941 -0.853 -9.527  0.0810
F: -9.004 -0.208 -8.528  0.1282
F: -8.081 0.719 -10.246  0.1740
H: -6.114 3.053 -4.654  0.0922
H: -5.493 1.561 -5.499  0.0911
H: -7.101 1.609 -4.586  0.0905
H: -6.562 3.350 -6.959  0.1378
H: -8.012 3.040 -5.958  0.1330
C: -11.373 0.684 3.917  -0.0644
C: -10.458 1.872 3.938  -0.2618
O: -9.136 1.432 4.081  -0.0080
C: -8.321 1.122 2.979  -0.2532
O: -8.696 1.272 1.801  0.1294
C: -6.913 0.716 3.463  -0.5947
F: -5.994 1.172 2.634  0.1765
F: -6.626 1.126 4.681  0.1990
F: -6.824 -0.601 3.316  0.1749
H: -11.093 -0.091 4.632  0.0885
H: -11.377 0.372 2.873  0.0821
H: -12.359 1.037 4.218  0.0806
H: -10.711 2.433 4.838  0.1207
H: -10.685 2.604 3.163  0.1302
O: 7.237 2.534 2.922  -0.2476
S: 6.721 3.821 3.353  0.7909
O: 5.379 4.302 2.849  -0.2717
O: 6.782 3.889 5.014  -0.1824
C: 7.949 4.538 5.355  -0.2301
C: 8.340 5.590 4.276  -0.1880
O: 7.971 4.925 3.125  -0.2015
H: 7.827 4.953 6.356  0.1340
H: 8.716 3.770 5.458  0.1287
H: 9.410 5.798 4.252  0.1387
H: 7.750 6.491 4.442  0.1288
O: 12.852 -2.362 -2.962  -0.2515
S: 12.278 -1.483 -1.909  0.7812
O: 13.118 -0.476 -1.212  -0.2736
O: 10.866 -0.753 -2.364  -0.2237
C: 9.851 -0.684 -1.288  -0.1221
C: 10.477 -1.486 -0.134  -0.1971
O: 11.471 -2.356 -0.710  -0.2168
H: 9.737 0.284 -0.800  0.1240
H: 8.879 -1.064 -1.601  0.1293
H: 9.772 -2.206 0.283  0.1250
H: 10.716 -0.825 0.699  0.1256

Calculated values
charge	0
orbital gap	11.21	eV
F_max	5.7	eV/A
energy	-5793.82756	Eh
energy above the lowest of the compared OMol25 structures with the same formula, charge and spin	159.3	kcal per mole
lowest unoccupied orbital energy	0.11	eV
2S+1	1
M	1242.766	g mol⁻¹

(2)
A cluster of 3 separate species, C5H15NO2 in total at a distorted geometry, computed with ωB97M-V with the def2-TZVPD basis set.

Last column: natural (NBO) charge in e.
Cartesian coordinates (Å):
C: -1.531 -1.276 2.335  -0.6365
C: -1.159 -0.112 1.424  -0.2910
C: -0.640 -0.374 0.230  0.0000
N: -0.415 0.541 -0.812  -0.6501
C: 0.398 -0.028 -1.920  -0.2218
C: -0.419 -1.069 -2.743  -0.6342
H: -1.794 -2.166 1.762  0.2087
H: -0.828 -1.526 3.134  0.2073
H: -2.528 -1.144 2.785  0.2096
H: -1.436 0.848 1.825  0.1977
H: -0.144 -1.323 0.033  0.1836
H: -1.181 1.188 -0.955  0.3848
H: 1.288 -0.444 -1.461  0.2104
H: 0.470 0.806 -2.616  0.2017
H: -0.986 -0.552 -3.520  0.2042
H: -1.163 -1.632 -2.173  0.2126
H: 0.251 -1.827 -3.154  0.2117
O: 2.736 0.022 1.227  -0.9436
H: 2.302 0.697 0.718  0.4737
H: 2.385 0.180 2.104  0.4698
O: 1.712 2.868 0.906  -0.9289
H: 1.698 2.811 -0.059  0.4637
H: 0.984 3.511 0.928  0.4667

Calculated values
charge	0
orbital gap	8.36	eV
F_max	3.2	eV/A
energy	-404.68144	Eh
energy above the lowest of the compared OMol25 structures with the same formula, charge and spin	46.2	kcal per mole
lowest unoccupied orbital energy	0.60	eV
2S+1	1
M	121.180	g mol⁻¹

(3)
A cluster of 2 separate species, C4H5NO in total at a distorted geometry, computed with ωB97M-V with the def2-TZVPD basis set.

Last column: natural (NBO) charge in e.
Cartesian coordinates (Å):
C: 0.532 -1.166 -1.108  -0.4231
C: -0.784 0.372 -0.343  -0.5407
C: 0.136 0.508 0.766  0.4280
O: 1.244 0.013 0.745  -0.4947
C: -0.254 1.210 2.001  0.1852
N: -0.510 1.751 2.991  -0.2548
H: 1.629 -1.005 -1.245  0.2235
H: 0.012 -1.179 -2.042  0.1795
H: 0.369 -1.997 -0.426  0.2064
H: -1.865 0.591 -0.095  0.2417
H: -0.510 0.902 -1.243  0.2491

Calculated values
charge	0
orbital gap (alpha / beta)	9.23 / 9.23	eV
F_max	1.6	eV/A
energy	-285.26038	Eh
energy above the lowest of the compared OMol25 structures with the same formula, charge and spin	96.8	kcal per mole
lowest unoccupied orbital energy (alpha / beta)	-0.74 / -0.74	eV
2S+1	1
M	83.090	g mol⁻¹

(4)
A structure of composition C5H10O2 at a distorted geometry, computed with ωB97M-V with the def2-TZVPD basis set.

Last column: natural (NBO) charge in e.
Cartesian coordinates (Å):
C: 2.138 0.880 -0.303  -0.2509
O: 0.729 0.992 -0.387  -0.5139
C: 0.092 -0.162 -0.785  0.0485
C: 0.167 -1.411 0.804  0.1134
O: -0.395 -2.502 0.601  -0.6337
C: -1.283 -0.213 -0.701  -0.0431
C: -2.030 0.749 0.111  -0.6899
H: 2.444 0.215 0.510  0.1805
H: 2.578 0.516 -1.243  0.1739
H: 2.528 1.878 -0.093  0.2000
H: 0.587 -0.720 -1.589  0.2142
H: -0.286 -0.831 1.635  0.1147
H: 1.215 -1.546 1.151  0.1403
H: -1.841 -0.960 -1.259  0.2321
H: -3.118 0.790 0.007  0.2320
H: -1.864 0.612 1.194  0.2436
H: -1.669 1.774 -0.046  0.2382

Calculated values
charge	0
orbital gap (alpha / beta)	8.35 / 8.35	eV
F_max	5.4	eV/A
energy	-346.84112	Eh
energy above the lowest of the compared OMol25 structures with the same formula, charge and spin	115.7	kcal per mole
lowest unoccupied orbital energy (alpha / beta)	-0.10 / -0.10	eV
2S+1	1
M	102.133	g mol⁻¹

(5)
A structure of composition C34H39N5OTi at a distorted geometry, computed with ωB97M-V with the def2-TZVPD basis set.

Last column: Löwdin charge in e.
Cartesian coordinates (Å):
Ti: -0.045 0.297 0.584  0.9405
N: -4.736 -0.612 1.397  0.0576
N: 0.474 1.894 2.164  -0.0666
C: 1.095 -0.272 -1.458  -0.3058
C: -0.107 0.529 -1.617  -0.3731
C: -1.224 -0.382 -1.544  -0.3165
C: -2.612 -0.038 -1.898  -0.1634
H: -2.715 0.991 -2.232  0.0451
H: -3.312 -0.037 -0.771  -0.0604
H: -3.117 -0.745 -2.550  0.0424
C: -0.729 -1.699 -1.340  -0.2456
C: -1.588 -2.911 -1.276  -0.0500
H: -1.691 -3.349 -2.282  0.0706
H: -2.607 -2.696 -0.914  0.0846
H: -1.169 -3.689 -0.620  0.0702
C: 0.688 -1.641 -1.302  -0.2442
C: 1.609 -2.802 -1.357  -0.0505
H: 1.315 -3.617 -0.678  0.0738
H: 2.633 -2.506 -1.094  0.0659
H: 1.653 -3.226 -2.376  0.0812
C: -0.167 1.966 -2.010  -0.0680
H: -0.170 2.117 -3.104  0.0719
H: 0.700 2.514 -1.615  0.0483
H: -1.071 2.443 -1.611  0.0695
C: 2.478 0.185 -1.783  -0.0645
H: 3.191 -0.271 -1.083  0.0625
H: 2.566 1.274 -1.679  0.0620
H: 2.823 -0.065 -2.808  0.0769
C: -5.306 -0.971 2.528  -0.2282
H: -6.329 -1.344 2.446  0.0744
C: -4.667 -0.903 3.778  -0.1658
H: -5.194 -1.297 4.632  0.0498
C: -3.404 -0.301 3.867  -0.1271
H: -2.944 -0.132 4.852  0.0910
C: -2.773 0.131 2.692  -0.0920
H: -1.806 0.666 2.621  0.0708
C: -3.475 -0.091 1.443  -0.4356
C: -2.953 0.238 0.211  -0.0832
H: -2.409 1.283 0.330  0.0950
C: 1.643 1.643 1.532  -0.2232
C: 0.244 3.314 2.106  -0.1129
H: -0.715 3.813 2.263  0.0933
C: 1.482 3.850 1.879  -0.1262
H: 1.741 4.910 1.969  0.0950
N: 2.380 2.801 1.616  -0.0484
C: 3.654 2.821 1.070  -0.1432
C: 3.910 3.792 0.099  -0.1891
C: 5.133 3.656 -0.551  -0.0212
H: 5.421 4.404 -1.276  0.1056
C: 5.971 2.583 -0.275  -0.2936
C: 7.338 2.547 -0.860  -0.0784
H: 7.648 1.518 -1.072  0.0738
H: 8.075 2.969 -0.161  0.0786
H: 7.390 3.133 -1.783  0.0699
C: 5.578 1.546 0.570  -0.0063
H: 6.207 0.677 0.701  0.1135
C: 4.385 1.640 1.274  -0.1852
C: 3.857 0.572 2.179  -0.0706
H: 3.371 0.974 3.078  0.0957
H: 4.696 -0.049 2.514  0.0760
H: 3.149 -0.115 1.686  0.0482
C: 2.887 4.796 -0.326  -0.0459
H: 2.393 5.310 0.504  0.0405
H: 2.099 4.354 -0.961  0.0926
H: 3.380 5.584 -0.898  0.0727
N: -1.511 -5.676 4.424  0.1111
C: -0.280 -5.089 4.228  -0.5520
O: 0.687 -5.388 4.925  -0.0438
C: -0.205 -3.999 3.214  -0.2053
C: 1.020 -3.413 2.843  -0.0466
C: 1.077 -2.290 2.020  -0.1525
N: -0.047 -1.593 1.684  -0.0702
C: -1.211 -2.245 1.940  -0.1617
C: -1.347 -3.386 2.713  -0.0502
H: -1.520 -6.475 5.044  0.0795
H: -2.242 -5.647 3.730  0.0698
H: 1.956 -3.813 3.223  0.0935
H: 2.019 -1.910 1.615  0.0853
H: -2.118 -1.807 1.556  0.0740
H: -2.359 -3.733 2.930  0.0943

Calculated values
charge	-2
orbital gap (alpha / beta)	2.86 / 2.57	eV
F_max	7.7	eV/A
energy	-2517.20861	Eh
energy above the lowest of the compared OMol25 structures with the same formula, charge and spin	5.4	kcal per mole
lowest unoccupied orbital energy (alpha / beta)	3.98 / 3.98	eV
2S+1	3
M	581.587	g mol⁻¹
⟨S²⟩	2.04

- Which of these has the highest F_max?
  C34H39N5OTi

- Which value of energy does entry 1 give?
  -5793.82756 Eh

- Which value of charge does entry 2 give?
  0